(1)
Formula: C5H8N2
Source: the OMol25 dataset
Level of theory: wB97M-V/def2-TZVPD

```
15
Properties=species:S:1:pos:R:3:forces:R:3:lowdin_charge:R:1
C -0.9690 -1.4248 0.1681 -0.070 -0.208 0.002 -0.023
C -0.0947 -0.2098 0.1605 0.039 -0.479 0.150 -0.668
C 0.6119 0.1292 1.4736 -0.163 -0.017 0.303 -0.038
N 0.9275 -0.0521 -0.7984 0.445 -0.276 0.617 0.145
C -0.4995 1.0556 -0.5313 1.099 0.245 -0.282 -0.004
C -0.0995 1.4199 -1.8616 -0.729 1.396 -1.097 -0.319
N 0.3856 2.0393 -2.7182 -0.821 -0.661 0.141 0.133
H -1.6609 -1.3811 1.0137 0.025 -0.084 -0.136 0.089
H -0.3272 -2.3023 0.2771 -0.163 -0.111 0.030 0.089
H -1.5437 -1.4982 -0.7589 0.094 -0.058 0.105 0.089
H 1.2726 -0.7141 1.6954 -0.203 0.084 0.149 0.091
H 1.2586 1.0032 1.3280 -0.252 -0.195 0.043 0.092
H -0.0648 0.3030 2.3080 -0.091 -0.029 0.038 0.084
H 0.6729 -0.6147 -1.6344 -0.055 0.712 0.192 0.108
H -0.5378 1.9496 0.1137 0.846 -0.320 -0.256 0.132
```
Forces are in eV/Å.

* E_tot: -304.680804 a.u.
* HOMO energy: -9.2 eV
* SMILES: CC1(C)N[C@H]1C#N
* orbital gap: 8.92 eV
* energy above the lowest of the compared OMol25 structures with the same formula, charge and spin: 97.1 kcal per mole

***

(2)
Formula: CH8NO5
Source: the OMol25 dataset
Level of theory: wB97M-V/def2-TZVPD

```
15
Properties=species:S:1:pos:R:3:forces:R:3:lowdin_charge:R:1
N -2.5697 0.3195 -0.0674 -0.567 -0.124 0.088 0.087
C -1.2477 0.2826 0.4457 -0.023 -0.074 0.452 -0.807
O -1.2101 0.2485 1.7042 0.131 0.181 -0.358 -0.087
O -0.2933 0.2289 -0.3633 0.189 -0.009 -0.285 -0.081
H -3.2113 0.5478 0.6657 -0.225 0.028 0.195 0.053
H -2.8518 0.7046 -0.9538 0.731 -0.002 -0.129 0.058
H 0.3366 -2.2304 -1.0888 -0.070 0.200 0.133 0.027
H 1.3542 -1.3974 -0.3719 -0.353 0.273 0.179 -0.014
O 1.1946 -2.2982 -0.6592 0.286 -0.503 -0.253 -0.073
H 1.4631 -0.2133 1.7195 0.109 -0.065 -0.018 -0.003
H 0.5213 0.5081 2.5587 -0.338 -0.119 -0.009 -0.006
O 1.4404 0.1950 2.5911 0.216 0.102 0.002 -0.102
H 1.2158 1.4747 -2.5447 -0.419 -0.381 0.518 0.022
H 1.8350 0.4891 -1.4803 -0.867 0.124 0.101 -0.006
O 2.0228 1.1403 -2.1553 1.201 0.368 -0.615 -0.069
```
Forces are in eV/Å.

* E_tot: -473.966509 a.u.
* HOMO energy: -5.1 eV
* charge: -1
* orbital gap: 8.98 eV
* energy above the lowest of the compared OMol25 structures with the same formula, charge and spin: 11.2 kcal per mole

***

(3)
Formula: C4H5NOS
Source: the OMol25 dataset
Level of theory: wB97M-V/def2-TZVPD

```
12
Properties=species:S:1:pos:R:3:forces:R:3:lowdin_charge:R:1
C -0.9475 -0.8969 -0.0552 -3.718 0.035 2.997 -0.124
C -0.1210 -0.6461 -1.0405 1.809 -1.449 -3.963 -0.382
C 2.2627 0.4244 0.0137 -1.361 -4.072 -0.752 -0.132
C -1.3268 0.4013 0.7932 0.018 -1.403 -0.207 -0.413
N 0.2725 0.5916 -1.2568 -0.442 2.268 0.207 -0.307
O 2.0206 -0.4966 0.7107 0.580 0.460 0.609 0.017
S -0.2653 1.6344 0.0084 0.074 -0.917 -1.158 0.892
H -1.5224 -1.8380 0.0221 0.581 0.669 0.347 0.107
H 0.2836 -1.4221 -1.8416 -1.045 1.546 1.954 0.166
H 2.8535 1.2345 0.0044 2.499 3.423 0.983 0.019
H -2.3855 0.7764 0.7687 0.742 -0.720 -0.407 0.078
H -1.1244 0.2372 1.8730 0.262 0.160 -0.610 0.079
```
Forces are in eV/Å.

* E_tot: -683.409206 a.u.
* HOMO energy (spin up / spin down): -6.5 / -9.5 eV
* multiplicity: 3
* <S²>: 2.03
* orbital gap (spin up / spin down): 7.24 / 8.48 eV
* energy above the lowest of the compared OMol25 structures with the same formula, charge and spin: 51.9 kcal per mole

***

(4)
Formula: C4H8O2PS2
Source: the OMol25 dataset
Level of theory: wB97M-V/def2-TZVPD

```
17
Properties=species:S:1:pos:R:3:forces:R:3:lowdin_charge:R:1
C -2.3370 0.3182 -1.1616 0.595 -0.153 2.949 -0.156
C 2.3131 -1.1099 0.2647 -0.081 0.501 -0.396 -0.235
C -2.5760 0.9770 0.2584 0.845 2.034 -1.020 -0.447
C 2.7899 0.2345 0.7533 0.484 1.324 -2.174 -0.468
O -0.9333 -0.0725 -1.1673 -0.112 0.327 -0.615 -0.259
O 0.8631 -1.2165 0.1302 -0.639 1.626 0.645 -0.259
P -0.0410 0.1339 0.1034 2.863 -0.871 -0.640 0.477
S -1.5134 0.2270 1.5385 0.266 -0.347 -0.125 0.795
S 1.8058 1.6065 -0.0653 -2.292 -2.376 0.465 0.724
H -3.0058 -0.4797 -1.4320 0.231 -1.156 0.755 0.132
H -2.5081 0.9430 -1.9590 0.120 2.241 -1.519 0.101
H 2.7826 -1.2342 -0.6935 -0.386 -0.247 -0.782 0.124
H 2.6558 -1.9311 0.8570 -0.109 -0.377 0.745 0.132
H -2.2746 2.0810 0.3456 -0.344 -1.441 -0.920 0.106
H -3.6040 1.0283 0.5392 -0.729 -0.654 0.432 0.078
H 2.8068 0.4762 1.7679 -0.118 -0.193 1.730 0.051
H 3.8059 0.4114 0.3276 -0.596 -0.239 0.469 0.104
```
Forces are in eV/Å.

* E_tot: -1445.184851 a.u.
* HOMO energy: -13.8 eV
* charge: +1
* orbital gap: 8.91 eV

***

Question: E_tot of number 4 (C4H8O2PS2)?
Answer: -1445.184851 a.u.

***

Question: What is the formula in the fourth record?
Answer: C4H8O2PS2